64
Properties=species:S:1:pos:R:3 method="wB97M-V/def2-TZVPD" total_energy_ev=-54544.7662 mol_weight_g_mol=588.86 homo_lumo_gap_ev=2.979
Rb -22.426 -26.621 3.413
F -24.464 -33.551 -0.755
F -23.530 -31.741 -0.863
F -23.880 -32.533 1.085
O -23.767 -39.200 -3.695
O -15.551 -31.595 -3.447
O -32.972 -33.819 -6.096
O -27.673 -33.184 8.111
O -31.648 -33.974 -4.306
O -27.002 -31.551 9.544
O -28.773 -32.898 9.953
O -16.637 -33.720 -3.393
O -25.611 -40.341 -2.890
O -15.024 -33.010 -4.946
O -25.925 -30.369 0.245
O -31.909 -35.760 -5.632
O -24.957 -40.317 -5.060
O -26.657 -32.460 0.692
C -24.410 -32.344 -0.162
C -23.157 -39.216 -2.410
C -15.797 -32.937 -3.838
C -30.827 -36.422 -4.992
C -24.000 -40.090 -6.124
C -32.216 -34.466 -5.385
C -14.926 -34.120 -5.745
C -28.340 -34.065 1.223
C -26.572 -32.954 7.213
C -27.117 -33.820 0.293
C -16.182 -31.300 -2.191
C -24.843 -39.973 -3.819
C -31.676 -32.572 -3.893
C -27.840 -32.376 9.199
C -25.793 -31.697 -0.188
C -29.194 -32.180 11.130
H -31.533 -32.603 -2.813
H -16.244 -32.124 -1.480
H -26.353 -31.772 -1.120
H -28.075 -34.129 2.279
H -26.394 -34.592 0.555
H -15.664 -30.425 -1.798
H -14.290 -34.045 -6.628
H -31.288 -36.864 -4.109
H -30.056 -35.756 -4.606
H -22.325 -38.535 -2.232
H -26.196 -33.874 6.765
H -27.349 -33.945 -0.765
H -23.901 -38.929 -1.666
H -22.943 -40.193 -1.977
H -22.978 -40.379 -5.881
H -14.630 -34.968 -5.128
H -26.890 -32.235 6.457
H -30.191 -31.768 10.971
H -25.671 -32.462 7.579
H -30.909 -31.867 -4.214
H -15.930 -34.256 -6.147
H -32.643 -32.124 -4.123
H -30.451 -37.092 -5.766
H -23.937 -39.040 -6.410
H -29.333 -32.855 11.974
H -17.215 -31.069 -2.454
H -29.120 -33.322 1.058
H -24.286 -40.723 -6.965
H -28.608 -31.281 11.321
H -28.923 -34.950 0.967